171
Properties=species:S:1:pos:R:3:forces:R:3 method="wB97M-V/def2-TZVPD" homo_lumo_gap_ev="1.7839 / 8.1292" charge=-1 relative_energy_kj_mol=0.0 spin_multiplicity=2 homo_ev="-0.3 / -6.7" s2=0.75 lumo_energy_ev="1.46 / 1.43"
C -17.796 -7.924 18.664 0.68 -0.10 0.42
C -17.823 -6.597 17.988 -0.33 0.07 -2.70
N -17.662 -6.877 16.452 -1.40 1.69 0.31
C -18.977 -7.260 15.886 0.16 -0.82 -0.10
C -18.798 -7.892 14.508 0.09 -0.71 0.00
C -17.304 -5.668 15.658 1.17 -0.55 0.35
C -15.875 -5.215 15.964 -0.75 0.80 0.05
H -16.890 -8.404 18.296 -0.01 -0.33 0.22
H -18.652 -8.569 18.464 -0.03 0.17 0.09
H -17.679 -7.721 19.729 -0.21 -0.41 0.19
H -18.771 -6.080 18.141 -0.08 0.15 0.05
H -17.032 -5.951 18.369 0.05 -0.16 -0.32
H -19.521 -7.920 16.562 0.32 -0.31 -0.04
H -19.688 -6.449 15.724 0.07 0.81 0.37
H -19.643 -8.523 14.233 -0.20 0.10 0.07
H -18.659 -7.171 13.702 -0.04 0.05 0.09
H -17.927 -8.547 14.517 0.11 0.00 0.01
H -17.997 -4.834 15.765 -0.26 0.38 0.82
H -17.425 -5.824 14.587 0.32 -0.76 -0.01
H -15.072 -5.938 15.819 -0.35 -0.26 0.02
H -15.903 -4.870 16.997 0.51 0.03 0.07
H -15.676 -4.342 15.343 0.23 0.14 0.01
C -12.790 2.712 22.541 0.55 1.36 -0.09
C -13.434 1.711 21.633 0.25 -1.07 0.87
N -12.697 0.440 21.595 -0.14 -0.67 0.77
C -11.358 0.510 20.995 -0.79 -1.09 -0.54
C -10.962 -0.891 20.414 0.28 0.90 0.42
C -12.705 -0.327 22.899 -0.73 0.50 -0.88
C -14.114 -0.663 23.442 0.23 -0.10 -0.39
H -11.761 2.940 22.260 0.13 -0.10 -0.26
H -12.724 2.440 23.595 -0.43 -0.18 -0.03
H -13.315 3.660 22.427 -0.10 0.13 0.36
H -14.416 1.492 22.053 -0.19 -0.04 -0.30
H -13.595 2.102 20.628 0.24 -0.07 -0.10
H -11.429 1.197 20.151 -0.03 0.10 -0.05
H -10.558 0.911 21.617 -0.01 -0.03 0.55
H -9.884 -1.009 20.527 0.11 -0.04 -0.48
H -11.378 -1.750 20.940 -0.26 0.26 0.02
H -11.272 -0.918 19.369 0.17 -0.26 0.00
H -12.184 0.177 23.713 0.37 0.39 -0.04
H -12.144 -1.237 22.687 -0.17 -0.08 0.21
H -14.037 -1.177 24.400 0.18 -0.09 -0.01
H -14.687 -1.311 22.779 0.07 -0.05 -0.12
H -14.742 0.208 23.634 0.20 0.18 -0.05
C -21.511 -3.843 14.996 -0.14 0.23 -0.67
C -21.736 -3.472 13.477 1.09 -0.39 0.90
N -20.484 -3.405 12.675 0.26 -0.32 -0.24
C -19.875 -4.738 12.438 0.29 0.65 1.85
C -18.487 -4.729 11.784 -1.29 -0.23 0.07
C -20.636 -2.698 11.404 -0.98 0.54 0.55
C -21.527 -3.389 10.376 0.13 -0.54 -0.49
H -20.921 -3.096 15.528 0.37 0.07 -0.30
H -21.059 -4.820 15.164 0.10 0.05 -0.24
H -22.442 -3.860 15.562 -0.35 -0.07 -0.36
H -22.431 -4.183 13.030 -0.32 -0.13 0.00
H -22.189 -2.480 13.470 -0.05 0.05 -0.23
H -19.707 -5.098 13.453 -0.36 -0.55 -0.03
H -20.551 -5.393 11.888 -0.09 -0.32 0.14
H -18.717 -4.745 10.719 0.95 0.55 -0.24
H -17.899 -3.908 12.194 0.04 0.13 -0.54
H -17.980 -5.663 12.028 -0.01 -0.03 -0.04
H -19.646 -2.431 11.035 -0.04 -0.25 -0.21
H -21.140 -1.761 11.638 0.20 0.34 0.06
H -21.419 -2.983 9.370 0.13 0.19 0.03
H -22.591 -3.346 10.608 0.03 0.15 0.27
H -21.285 -4.449 10.300 0.04 -0.04 -0.13
O -15.558 6.861 21.140 -0.50 -1.37 -2.72
S -15.506 6.211 19.819 1.62 -1.63 0.59
O -14.184 5.929 19.228 -2.31 0.58 0.97
O -16.340 4.747 19.908 0.82 2.70 0.23
C -16.063 3.782 18.896 0.36 -1.91 -0.79
C -17.335 3.021 18.586 -0.75 0.65 1.09
C -16.494 7.073 18.600 0.20 0.39 0.35
H -15.299 3.097 19.263 0.08 0.17 0.10
H -15.722 4.133 17.922 0.30 0.89 0.28
H -17.241 2.150 17.937 0.22 0.59 -0.16
H -18.034 3.783 18.242 -0.25 -0.32 -0.62
H -17.802 2.672 19.507 0.13 -0.23 0.23
H -17.477 7.257 19.034 0.10 -0.02 -0.09
H -16.545 6.559 17.640 0.06 -0.45 0.31
H -15.962 8.005 18.411 -0.08 0.10 0.21
O -17.408 -4.497 20.293 -0.19 1.30 1.14
S -17.834 -3.620 21.376 -1.55 -0.74 -0.07
O -16.889 -3.125 22.356 -0.49 -0.17 -0.93
O -18.561 -2.344 20.605 1.79 -1.98 -1.73
C -19.321 -1.476 21.362 -1.29 0.33 2.56
C -19.994 -0.360 20.626 0.81 0.50 -1.78
C -19.302 -4.386 22.288 0.96 0.68 -0.06
H -18.643 -1.101 22.129 -0.36 0.34 0.41
H -20.108 -2.092 21.797 -0.17 0.23 0.60
H -20.498 0.418 21.199 0.12 -0.49 0.58
H -20.697 -0.702 19.866 -0.13 -0.27 0.14
H -19.220 0.162 20.063 0.07 0.32 -0.15
H -19.037 -5.379 22.651 0.30 -0.01 -0.28
H -20.197 -4.424 21.667 0.15 0.05 -0.17
H -19.490 -3.754 23.156 0.06 0.06 -0.03
O -10.429 -5.787 18.107 -1.68 0.13 0.82
S -11.814 -5.710 18.534 -0.97 0.52 0.96
O -12.721 -6.844 18.364 1.26 1.72 0.01
O -11.830 -5.317 20.168 2.07 -0.25 -3.05
C -13.006 -5.357 20.902 -1.27 0.91 1.34
C -13.100 -4.048 21.719 0.65 -0.53 0.02
C -12.568 -4.115 17.873 0.50 -1.64 0.16
H -12.898 -6.207 21.576 -0.50 -0.07 0.01
H -13.917 -5.430 20.309 0.12 -0.42 -0.28
H -13.982 -4.039 22.360 -0.03 0.05 -0.10
H -13.054 -3.152 21.100 -0.40 -0.13 -0.27
H -12.203 -3.972 22.334 -0.02 -0.09 0.28
H -12.797 -4.347 16.833 0.02 0.18 0.02
H -11.834 -3.316 17.969 -0.06 -0.22 0.05
H -13.491 -3.905 18.414 0.15 -0.13 0.03
O -15.905 4.791 15.205 1.18 -0.46 -2.10
S -15.486 4.255 13.896 -0.16 -0.36 -0.09
O -15.066 5.098 12.760 -0.89 -1.56 2.53
O -14.256 3.159 14.073 -0.87 1.70 -0.94
C -14.152 2.400 15.275 0.07 0.17 1.20
C -12.920 2.792 16.094 0.08 0.03 0.48
C -16.845 3.111 13.399 1.32 0.80 -0.14
H -14.155 1.345 15.002 0.05 0.04 -0.03
H -15.039 2.622 15.869 -0.02 -0.29 0.21
H -11.954 2.519 15.671 -0.18 0.13 -0.46
H -12.911 2.323 17.078 -0.44 -0.49 -0.05
H -12.924 3.846 16.371 -0.06 0.20 -0.50
H -17.736 3.704 13.198 0.14 -0.11 0.11
H -16.994 2.396 14.208 -0.02 0.21 -0.03
H -16.455 2.626 12.504 -0.25 -0.04 0.01
O -19.780 2.417 14.326 -0.73 -1.25 2.44
S -20.238 1.746 15.563 -0.84 -0.53 -0.63
O -19.374 1.545 16.716 -1.30 1.04 -1.51
O -21.648 2.505 16.057 2.59 -0.82 0.10
C -22.622 2.888 15.085 -0.51 1.18 0.02
C -23.059 4.354 15.406 -0.34 -1.00 0.30
C -20.951 0.084 15.151 0.43 1.40 -0.12
H -23.416 2.148 15.191 -0.33 0.29 -0.07
H -22.250 2.843 14.061 0.31 -0.05 0.08
H -22.221 5.048 15.357 -0.04 -0.14 -0.27
H -23.488 4.433 16.405 0.29 -0.28 0.24
H -23.897 4.673 14.786 0.30 -0.03 -0.50
H -21.455 -0.352 16.013 0.07 0.36 0.06
H -20.150 -0.576 14.819 0.00 0.19 -0.16
H -21.645 0.346 14.352 -0.03 -0.48 -0.07
O -23.405 -7.569 17.406 1.97 -1.06 1.53
S -22.354 -8.219 18.209 0.47 -0.16 0.78
O -21.482 -9.250 17.624 -1.42 2.21 0.85
O -21.341 -7.079 18.917 -1.31 -1.66 -1.29
C -21.917 -5.860 19.409 0.11 1.39 0.21
C -20.965 -4.711 19.038 -0.75 -0.41 -0.32
C -23.054 -8.955 19.774 -0.35 0.97 -1.18
H -22.088 -5.879 20.486 0.49 -0.50 0.28
H -22.919 -5.628 19.048 0.05 -0.43 -0.74
H -21.502 -3.769 19.151 0.10 0.13 0.38
H -20.761 -4.786 17.970 0.27 -0.07 -0.05
H -20.037 -4.710 19.610 -0.10 -0.05 -0.20
H -22.308 -9.596 20.243 -0.16 0.01 -0.33
H -23.991 -9.419 19.464 0.30 -0.53 -0.03
H -23.371 -8.160 20.448 0.37 0.23 -0.09
O -13.734 -0.923 17.314 -1.33 0.50 0.42
S -14.919 -0.530 18.047 -2.06 -0.56 0.56
O -15.319 0.867 18.226 1.02 -1.69 -0.58
O -16.231 -1.331 17.371 2.19 0.57 0.04
C -17.547 -0.994 17.827 -0.62 0.11 1.00
C -18.535 -2.083 17.440 -0.33 0.64 -0.27
C -14.938 -1.296 19.683 0.30 0.18 -0.70
H -17.852 -0.019 17.447 0.10 -0.15 -0.31
H -17.572 -0.897 18.912 0.29 -0.08 0.07
H -18.389 -3.067 17.886 0.67 -0.02 -0.35
H -18.635 -2.056 16.355 0.13 -0.68 -0.12
H -19.524 -1.823 17.817 -0.07 0.45 0.13
H -14.853 -2.382 19.633 -0.20 0.07 -0.36
H -15.884 -1.004 20.140 0.24 0.01 0.15
H -14.060 -0.913 20.203 -0.11 0.36 0.25